Record 1
Here is a molecular structure, C6H10O from the Open Molecules 2025 dataset. Energies are from ωB97M-V with the def2-TZVPD basis set.

```
17
Properties=species:S:1:pos:R:3:forces:R:3
C 2.06561 0.51111 0.09158 -0.1 -0.3 0.1
C 0.63373 -0.00168 -0.02289 0.1 -0.1 0.7
C -0.13844 -1.32591 0.55285 0.4 0.4 -0.1
C -0.92318 -0.97214 -0.70525 -0.1 0.0 -0.4
C -1.66959 0.30739 -0.30164 -0.1 0.0 -0.1
C -0.44980 1.05279 0.29198 0.0 0.1 0.1
O 0.28682 -0.45034 -1.34189 -0.4 -0.1 0.0
H 2.15208 1.51161 -0.36605 -0.3 -0.4 0.1
H 2.78750 -0.13324 -0.41849 -0.2 -0.1 0.2
H 2.35591 0.62070 1.13993 0.0 -0.1 -0.1
H -0.71627 -1.26968 1.49332 0.5 0.2 -0.3
H 0.34344 -2.30989 0.48876 0.3 0.6 -0.1
H -1.41192 -1.71390 -1.33552 -0.1 0.0 0.2
H -2.46591 0.14093 0.43107 0.1 -0.1 -0.2
H -2.08528 0.80273 -1.18014 0.0 0.0 0.1
H -0.26369 2.01795 -0.19066 0.1 -0.2 0.0
H -0.50102 1.21156 1.37303 -0.1 0.1 -0.1
```
Positions in Å, forces in eV/Å.

The energy above the lowest of the compared OMol25 structures with the same formula, charge and spin is 0.950 eV. For the total energy, the calculation gives -309.80745 Ha.

Results of the Löwdin charge analysis, in e, for atoms 1 through 8: atom 1 (C): -0.01, atom 2 (C): -0.46, atom 3 (C): -0.01, atom 4 (C): -0.29, atom 5 (C): -0.12, atom 6 (C): -0.12, atom 7 (O): -0.05, atom 8 (H): 0.09


Record 2
Here is C6H10O in the gas phase from the Open Molecules 2025 dataset. Energies are from ωB97M-V with the def2-TZVPD basis set.

```
17
Properties=species:S:1:pos:R:3:forces:R:3
C 0.00887 1.27725 -1.22005 0.0 0.0 0.0
C -0.51123 -0.11500 -0.89894 -0.1 0.0 -0.1
C 0.52078 -1.26108 -0.90956 0.0 -0.1 0.0
C 0.32398 -1.58518 0.54381 -0.2 -0.1 -0.3
O 1.23174 0.31266 1.65273 0.1 -0.2 0.2
C -0.19116 0.44982 1.66445 -0.3 0.1 0.0
C -0.75150 -0.48898 0.59442 0.0 0.0 0.1
H -0.75780 2.04085 -1.04188 0.1 -0.1 0.0
H 0.29806 1.33792 -2.27557 0.0 0.0 0.1
H 0.88671 1.52053 -0.61147 -0.1 0.0 -0.1
H -1.38353 -0.33685 -1.52431 0.1 0.1 0.1
H 0.22965 -2.16004 -1.47184 0.0 0.0 0.0
H 1.55634 -1.03770 -1.19708 -0.1 -0.1 0.1
H 1.38517 -0.64926 1.78922 0.2 0.4 0.2
H -0.41350 1.50270 1.46291 0.0 -0.2 0.0
H -0.59747 0.19906 2.65414 0.1 0.0 -0.2
H -1.75767 -0.85121 0.84162 0.1 0.1 0.0
```
Positions in Å, forces in eV/Å.

The energy above the lowest of the compared OMol25 structures with the same formula, charge and spin is 4.286 eV. For the total energy, the calculation gives -309.68487 Ha.

Results of the Löwdin charge analysis, in e, for atoms 1 through 8: atom 1 (C): -0.07, atom 2 (C): -0.32, atom 3 (C): -0.18, atom 4 (C): 0.13, atom 5 (O): -0.10, atom 6 (C): -0.22, atom 7 (C): -0.28, atom 8 (H): 0.08


- Among the records above, which one has the highest energy above the lowest of the compared OMol25 structures with the same formula, charge and spin?
  number 2


- Number 2 is which compound?
  C6H10O


- Which value of energy above the lowest of the compared OMol25 structures with the same formula, charge and spin does entry 1 give?
  0.950 eV


Copy entry 1 word for word.
Here is a molecular structure, C6H10O from the Open Molecules 2025 dataset. Energies are from ωB97M-V with the def2-TZVPD basis set.

```
17
Properties=species:S:1:pos:R:3:forces:R:3
C 2.06561 0.51111 0.09158 -0.1 -0.3 0.1
C 0.63373 -0.00168 -0.02289 0.1 -0.1 0.7
C -0.13844 -1.32591 0.55285 0.4 0.4 -0.1
C -0.92318 -0.97214 -0.70525 -0.1 0.0 -0.4
C -1.66959 0.30739 -0.30164 -0.1 0.0 -0.1
C -0.44980 1.05279 0.29198 0.0 0.1 0.1
O 0.28682 -0.45034 -1.34189 -0.4 -0.1 0.0
H 2.15208 1.51161 -0.36605 -0.3 -0.4 0.1
H 2.78750 -0.13324 -0.41849 -0.2 -0.1 0.2
H 2.35591 0.62070 1.13993 0.0 -0.1 -0.1
H -0.71627 -1.26968 1.49332 0.5 0.2 -0.3
H 0.34344 -2.30989 0.48876 0.3 0.6 -0.1
H -1.41192 -1.71390 -1.33552 -0.1 0.0 0.2
H -2.46591 0.14093 0.43107 0.1 -0.1 -0.2
H -2.08528 0.80273 -1.18014 0.0 0.0 0.1
H -0.26369 2.01795 -0.19066 0.1 -0.2 0.0
H -0.50102 1.21156 1.37303 -0.1 0.1 -0.1
```
Positions in Å, forces in eV/Å.

The energy above the lowest of the compared OMol25 structures with the same formula, charge and spin is 0.950 eV. For the total energy, the calculation gives -309.80745 Ha.

Results of the Löwdin charge analysis, in e, for atoms 1 through 8: atom 1 (C): -0.01, atom 2 (C): -0.46, atom 3 (C): -0.01, atom 4 (C): -0.29, atom 5 (C): -0.12, atom 6 (C): -0.12, atom 7 (O): -0.05, atom 8 (H): 0.09